[1]
{"formula": "C37H27CaCl2N9O12Se", "method": "ωB97M-V with the def2-TZVPD basis set", "symbols": ["Ca", "C", "O", "C", "C", "C", "C", "C", "C", "N", "N", "C", "O", "C", "C", "C", "C", "C", "C", "C", "O", "H", "H", "H", "H", "H", "H", "H", "H", "H", "H", "H", "H", "N", "C", "C", "C", "C", "N", "C", "C", "H", "H", "H", "H", "O", "N", "O", "C", "C", "C", "C", "O", "C", "C", "N", "O", "O", "N", "O", "O", "H", "H", "C", "N", "C", "Se", "N", "C", "C", "C", "C", "C", "C", "H", "H", "H", "H", "H", "H", "H", "H", "Cl", "C", "Cl", "C", "O", "O", "H"], "xyz": [[0.435, 0.508, 0.536], [5.188, -0.665, -3.319], [4.071, -0.461, -2.497], [3.080, -1.416, -2.551], [3.022, -2.401, -3.509], [2.012, -3.373, -3.474], [1.109, -3.354, -2.436], [1.157, -2.380, -1.431], [0.247, -2.583, -0.290], [0.232, -1.852, 0.751], [-0.569, -2.309, 1.807], [-0.943, -1.315, 2.574], [-0.662, -0.075, 2.504], [-1.927, -1.676, 3.658], [-2.673, -2.851, 3.608], [-3.654, -3.099, 4.553], [-3.902, -2.179, 5.563], [-3.157, -1.011, 5.626], [-2.179, -0.760, 4.675], [2.120, -1.318, -1.486], [2.188, -0.379, -0.625], [5.874, 0.157, -3.110], [4.933, -0.657, -4.381], [5.683, -1.618, -3.089], [3.758, -2.432, -4.303], [1.968, -4.136, -4.242], [0.348, -4.122, -2.361], [-0.403, -3.463, -0.327], [-2.481, -3.539, 2.795], [-4.247, -4.002, 4.485], [-4.690, -2.362, 6.283], [-3.355, -0.281, 6.401], [-1.615, 0.162, 4.683], [5.509, 4.525, 3.719], [4.827, 3.630, 3.486], [3.994, 2.486, 3.214], [4.382, 1.552, 2.262], [3.555, 0.456, 2.059], [2.427, 0.261, 2.732], [2.057, 1.176, 3.620], [2.805, 2.307, 3.909], [5.283, 1.680, 1.681], [3.785, -0.276, 1.294], [1.099, 1.000, 4.096], [2.456, 3.037, 4.624], [-6.914, 1.187, 4.844], [-5.930, 1.792, 4.434], [-5.550, 2.856, 4.908], [-5.171, 1.210, 3.364], [-5.588, 0.001, 2.804], [-4.875, -0.550, 1.782], [-3.617, -0.007, 1.247], [-2.891, -0.585, 0.463], [-3.314, 1.288, 1.879], [-4.034, 1.853, 2.898], [-2.131, 2.005, 1.504], [-1.602, 1.761, 0.430], [-1.716, 2.887, 2.246], [-5.408, -1.803, 1.238], [-6.208, -2.429, 1.923], [-5.052, -2.145, 0.131], [-6.475, -0.494, 3.167], [-3.711, 2.782, 3.344], [-0.895, -1.690, -5.072], [-0.040, -0.623, -4.629], [-0.215, 0.087, -3.484], [-1.573, 0.113, -2.278], [0.834, 0.957, -3.389], [1.652, 0.833, -4.483], [2.787, 1.514, -4.881], [3.352, 1.150, -6.100], [2.801, 0.139, -6.886], [1.657, -0.543, -6.488], [1.094, -0.179, -5.281], [-1.606, -1.892, -4.271], [-0.294, -2.578, -5.264], [-1.436, -1.402, -5.976], [0.951, 1.548, -2.563], [3.216, 2.288, -4.259], [4.241, 1.663, -6.442], [3.271, -0.116, -7.827], [1.229, -1.329, -7.095], [0.186, 5.360, -1.344], [0.657, 4.507, 0.142], [1.959, 5.412, 0.965], [1.055, 3.049, -0.080], [0.915, 2.512, -1.185], [1.444, 2.495, 0.981], [-0.201, 4.518, 0.813]], "atomic_forces_ev_per_a": [[0.083, -0.685, -0.281], [0.030, -0.040, 0.130], [-0.091, 0.039, -0.030], [0.103, -0.013, 0.142], [0.056, 0.065, -0.067], [-0.043, -0.030, -0.067], [0.037, 0.034, -0.001], [-0.199, 0.072, 0.110], [0.424, -0.062, -0.234], [-0.278, -0.087, 0.524], [-0.031, 0.245, -0.362], [-0.379, -0.283, 0.297], [0.407, 0.143, -0.302], [0.041, -0.080, -0.055], [0.070, -0.001, -0.044], [-0.033, -0.059, -0.013], [-0.040, 0.000, 0.034], [-0.015, 0.028, 0.002], [-0.024, -0.031, -0.045], [-0.167, -0.660, 0.138], [0.012, 0.226, -0.122], [-0.005, -0.022, -0.032], [-0.036, 0.081, -0.126], [-0.017, 0.021, -0.012], [-0.024, 0.003, -0.005], [0.007, -0.015, 0.004], [-0.028, -0.034, -0.013], [0.085, -0.023, 0.022], [-0.013, -0.012, 0.000], [-0.030, -0.012, -0.002], [-0.015, -0.006, 0.032], [-0.011, 0.015, 0.025], [0.015, 0.061, -0.009], [0.051, 0.073, 0.026], [-0.052, -0.063, -0.053], [0.048, 0.054, 0.047], [-0.080, -0.050, 0.029], [0.152, 0.025, -0.069], [-0.017, -0.016, -0.201], [-0.093, 0.049, 0.131], [-0.015, -0.084, -0.069], [0.005, 0.020, 0.009], [-0.002, -0.003, -0.024], [-0.022, 0.018, 0.009], [0.019, 0.012, 0.018], [-0.081, 0.085, 0.025], [0.202, -0.190, -0.038], [-0.079, 0.066, 0.029], [-0.161, 0.106, 0.096], [0.106, 0.044, -0.084], [-0.247, -0.312, -0.015], [-0.034, 0.109, 0.291], [0.058, -0.031, -0.167], [0.131, 0.126, 0.107], [-0.118, -0.185, 0.033], [-0.217, 0.620, 0.464], [-0.017, 0.077, -0.227], [0.026, -0.122, -0.126], [0.220, 0.213, -0.019], [-0.067, -0.115, 0.026], [-0.136, -0.043, 0.023], [0.027, -0.005, 0.009], [-0.016, -0.069, -0.052], [-0.102, -0.025, 0.010], [0.010, -0.069, 0.039], [0.408, 0.974, 0.342], [-0.118, -0.583, 0.030], [-0.231, -0.578, -0.414], [-0.131, -0.114, -0.040], [0.093, -0.059, -0.065], [0.005, 0.006, 0.075], [0.090, 0.042, -0.057], [-0.044, -0.056, 0.039], [0.167, 0.165, -0.015], [0.022, -0.003, -0.044], [0.011, -0.052, 0.005], [-0.009, -0.003, 0.000], [0.067, 0.134, -0.014], [-0.001, -0.007, 0.001], [0.023, 0.005, -0.016], [0.013, -0.009, -0.017], [-0.017, -0.030, -0.028], [-0.015, -0.049, 0.020], [-0.214, 0.506, -0.061], [-0.012, -0.063, -0.022], [0.612, -0.079, 0.433], [-0.144, 0.279, 0.159], [-0.038, 0.416, -0.160], [0.070, -0.037, -0.069]], "charge": -2, "gap_ha": 0.229, "relative_energy_kcal_mol": 21.4, "homo_energy_ev": -2.382, "energy_ha": -6821.347434}


[2]
{"formula": "C37H27Cl2N5O10Ru", "method": "ωB97M-V with the def2-TZVPD basis set", "symbols": ["Ru", "C", "C", "C", "C", "C", "C", "C", "C", "N", "C", "O", "C", "C", "C", "C", "C", "N", "C", "O", "N", "C", "C", "C", "C", "C", "C", "C", "C", "H", "H", "H", "H", "H", "H", "H", "H", "H", "H", "H", "H", "H", "H", "H", "H", "H", "H", "H", "H", "H", "Cl", "C", "C", "C", "Cl", "C", "O", "C", "C", "O", "C", "H", "H", "H", "O", "C", "O", "C", "C", "C", "C", "C", "C", "N", "O", "O", "N", "O", "O", "H", "H", "H"], "xyz": [[0.894, 0.102, 0.320], [-0.504, 1.248, -3.971], [0.800, 1.931, -3.689], [1.482, 2.561, -4.711], [2.714, 3.152, -4.490], [3.314, 3.041, -3.247], [2.666, 2.427, -2.187], [3.345, 2.316, -0.860], [1.361, 1.928, -2.389], [0.575, 1.498, -1.334], [-0.644, 2.086, -1.214], [-0.998, 3.099, -1.800], [-1.570, 1.352, -0.287], [-2.876, 1.721, -0.006], [-3.622, 0.908, 0.842], [-3.070, -0.266, 1.345], [-1.755, -0.566, 1.026], [-1.040, 0.250, 0.241], [-1.019, -1.829, 1.382], [-1.566, -2.787, 1.915], [0.239, -1.777, 0.911], [1.107, -2.860, 0.881], [1.557, -3.495, 2.050], [1.125, -2.992, 3.391], [2.405, -4.586, 1.916], [2.801, -5.044, 0.673], [2.378, -4.391, -0.473], [1.549, -3.288, -0.386], [1.107, -2.555, -1.617], [-0.545, 0.940, -5.014], [-1.338, 1.925, -3.782], [-0.632, 0.376, -3.328], [1.035, 2.605, -5.693], [3.212, 3.667, -5.298], [4.298, 3.460, -3.094], [4.071, 3.115, -0.720], [3.878, 1.362, -0.818], [2.626, 2.344, -0.039], [-3.268, 2.636, -0.427], [-4.629, 1.197, 1.103], [-3.624, -0.939, 1.982], [1.162, -1.904, 3.411], [1.758, -3.382, 4.185], [0.090, -3.280, 3.581], [2.758, -5.090, 2.804], [3.455, -5.901, 0.595], [2.692, -4.742, -1.445], [1.665, -2.895, -2.487], [1.286, -1.469, -1.495], [0.039, -2.706, -1.792], [6.850, -0.179, 4.736], [5.611, -0.277, 3.541], [5.852, -0.997, 2.376], [4.857, -1.045, 1.419], [5.116, -1.911, -0.045], [3.607, -0.394, 1.565], [2.819, -0.341, 0.556], [3.341, 0.207, 2.848], [2.025, 0.631, 3.240], [0.952, 0.322, 2.704], [4.384, 0.305, 3.782], [6.789, -1.502, 2.216], [1.987, 1.188, 4.189], [4.200, 0.812, 4.717], [1.922, 3.147, 2.644], [0.964, 3.251, 1.888], [0.387, 2.372, 1.213], [0.381, 4.664, 1.668], [-0.673, 4.851, 0.790], [-1.088, 6.150, 0.485], [-0.484, 7.247, 1.076], [0.520, 7.038, 2.013], [0.965, 5.741, 2.310], [1.106, 8.152, 2.672], [0.686, 9.276, 2.394], [2.001, 7.940, 3.490], [-2.165, 6.344, -0.431], [-2.954, 5.423, -0.595], [-2.259, 7.433, -0.984], [-1.145, 4.026, 0.291], [-0.799, 8.251, 0.835], [1.764, 5.589, 3.017]], "atomic_forces_ev_per_a": [[-0.826, 1.096, 1.236], [-0.053, 0.148, -0.030], [0.250, -0.185, 0.404], [0.124, 0.102, -0.052], [0.037, -0.139, 0.007], [-0.010, 0.064, -0.292], [-0.622, -0.058, 0.063], [0.000, -0.083, 0.058], [0.781, 0.443, -1.144], [-0.334, -2.286, 1.550], [0.298, 0.120, -0.021], [-0.394, 0.040, 0.238], [-0.220, -0.051, -0.049], [0.162, -0.144, 0.026], [0.312, 0.017, -0.117], [0.164, 0.051, -0.066], [-0.180, 0.095, -0.212], [-1.482, 0.653, 0.440], [-0.164, -0.373, -0.160], [-0.113, 0.262, 0.090], [0.427, 1.868, -0.788], [0.635, -1.145, -0.201], [-0.186, 0.285, -0.312], [-0.084, -0.015, 0.020], [0.059, -0.111, -0.044], [0.020, 0.003, 0.001], [0.034, -0.039, 0.086], [-0.166, 0.087, 0.307], [0.070, 0.243, 0.187], [-0.001, -0.098, -0.054], [-0.056, -0.023, -0.016], [-0.035, -0.049, -0.058], [-0.066, -0.030, -0.147], [0.110, 0.047, -0.053], [0.104, 0.042, 0.084], [-0.001, 0.057, -0.007], [-0.029, 0.048, 0.178], [0.156, 0.000, -0.003], [0.011, 0.034, -0.069], [-0.117, -0.043, 0.026], [0.019, -0.068, 0.010], [-0.035, -0.015, 0.062], [0.068, -0.055, 0.027], [0.002, 0.002, 0.045], [0.032, -0.024, 0.145], [0.057, -0.071, 0.011], [0.080, 0.001, -0.103], [-0.004, 0.006, -0.073], [-0.079, -0.403, -0.293], [-0.001, 0.132, -0.051], [0.433, 0.051, 0.382], [-0.496, 0.099, 0.044], [-0.769, 0.200, -0.283], [0.389, -0.014, 0.313], [0.172, -0.151, -0.276], [-0.318, 0.514, 0.572], [0.807, -0.238, -0.170], [0.948, -0.391, -1.018], [-0.848, 0.053, 0.264], [0.689, -0.091, -0.354], [-0.140, -0.236, -0.251], [0.143, -0.048, -0.041], [-0.073, -0.192, -0.063], [0.000, 0.063, 0.141], [0.692, -0.094, 0.427], [-0.408, 0.896, -0.076], [-0.089, -0.841, -0.683], [0.197, -0.395, 0.219], [-0.177, 0.748, -0.218], [1.328, -0.643, 1.251], [-0.090, 0.359, 0.014], [-0.611, -1.938, -0.754], [-0.210, 0.805, -0.195], [0.872, 1.657, 0.962], [0.318, -0.754, 0.215], [-0.707, 0.177, -0.641], [-1.383, 0.244, -1.000], [0.449, 0.418, 0.128], [0.087, -0.399, 0.223], [-0.014, -0.160, -0.019], [-0.022, -0.027, -0.019], [0.079, -0.115, 0.021]], "s_squared": 0.783, "charge": -1, "multiplicity": 2, "gap_ha": [0.242, 0.249], "homo_energy_ev": [-5.692, -5.620], "energy_ha": -3467.617606}


[3]
{"formula": "C37H27F5N9SSeSr", "method": "ωB97M-V with the def2-TZVPD basis set", "symbols": ["Sr", "S", "C", "C", "C", "C", "C", "C", "C", "C", "C", "N", "H", "H", "H", "H", "H", "H", "C", "C", "C", "C", "C", "C", "N", "N", "C", "C", "C", "C", "C", "C", "H", "H", "H", "H", "H", "H", "H", "H", "H", "N", "C", "C", "N", "C", "C", "N", "C", "C", "N", "H", "H", "H", "H", "H", "H", "F", "C", "C", "F", "C", "F", "C", "Se", "C", "F", "C", "F", "C", "C", "N", "C", "C", "N", "H", "H", "H", "H", "H", "H"], "xyz": [[-0.958, -0.793, 0.174], [0.545, -5.307, 2.019], [1.762, -4.920, 0.883], [1.514, -3.730, 0.266], [0.320, -3.043, 0.671], [-0.287, -3.814, 1.635], [-1.506, -3.487, 2.374], [-2.084, -4.380, 3.294], [-3.227, -4.024, 3.974], [-3.804, -2.782, 3.735], [-3.182, -1.960, 2.811], [-2.075, -2.287, 2.158], [2.600, -5.583, 0.730], [2.199, -3.337, -0.476], [-1.632, -5.347, 3.463], [-3.672, -4.713, 4.681], [-4.707, -2.458, 4.233], [-3.595, -0.986, 2.566], [2.155, 3.769, -2.118], [1.041, 3.861, -2.946], [-0.098, 3.120, -2.684], [-0.105, 2.272, -1.581], [1.001, 2.172, -0.750], [2.136, 2.928, -1.016], [-1.215, 1.429, -1.232], [-2.243, 1.609, -1.903], [-3.401, 0.772, -1.591], [-4.554, 1.361, -2.120], [-5.774, 0.730, -1.947], [-5.790, -0.490, -1.280], [-4.613, -1.044, -0.795], [-3.339, -0.458, -0.913], [3.045, 4.343, -2.344], [1.068, 4.515, -3.809], [-0.970, 3.171, -3.321], [1.003, 1.504, 0.103], [2.999, 2.825, -0.372], [-4.479, 2.302, -2.650], [-6.685, 1.167, -2.337], [-6.733, -1.013, -1.150], [-4.701, -2.000, -0.280], [0.693, 0.779, 4.288], [1.803, -0.010, 4.058], [1.678, -0.468, 2.783], [0.526, 0.020, 2.226], [-0.043, 0.754, 3.149], [-1.316, 1.421, 2.924], [-2.060, 1.180, 1.872], [-3.162, 1.982, 1.994], [-3.081, 2.718, 3.136], [-1.891, 2.351, 3.731], [0.467, 1.239, 5.150], [2.564, -0.157, 4.801], [2.353, -1.091, 2.221], [-3.937, 1.973, 1.245], [-3.734, 3.454, 3.570], [-1.507, 2.745, 4.570], [6.904, 4.630, -1.582], [6.289, 3.480, -1.257], [6.323, 3.003, 0.043], [6.978, 3.703, 0.986], [5.685, 1.817, 0.364], [5.757, 1.434, 1.650], [4.985, 1.049, -0.564], [4.060, -0.553, -0.116], [4.981, 1.565, -1.861], [4.333, 0.925, -2.847], [5.607, 2.746, -2.214], [5.553, 3.196, -3.480], [1.724, -0.462, -3.144], [0.640, -1.474, -3.207], [-0.354, -1.618, -2.362], [-1.117, -2.659, -2.831], [-0.575, -3.157, -3.972], [0.546, -2.389, -4.203], [2.215, -0.458, -2.169], [1.330, 0.538, -3.337], [2.497, -0.671, -3.884], [-2.007, -2.976, -2.313], [-0.868, -3.963, -4.620], [1.204, -2.488, -4.954]], "atomic_forces_ev_per_a": [[0.136, -0.328, -0.072], [0.195, -0.175, 0.002], [-0.027, 0.019, -0.007], [0.090, 0.038, -0.145], [0.106, -0.403, 0.292], [-0.313, 0.300, 0.079], [0.101, -0.155, 0.026], [-0.069, 0.037, 0.042], [0.006, 0.002, -0.009], [0.016, 0.101, -0.059], [-0.203, 0.001, 0.106], [0.205, -0.017, -0.199], [0.021, -0.042, 0.015], [0.025, 0.019, -0.030], [0.025, -0.012, -0.011], [-0.011, 0.002, 0.009], [-0.013, -0.021, 0.020], [-0.025, 0.007, 0.014], [0.085, -0.001, 0.067], [-0.048, 0.036, -0.061], [0.175, 0.018, 0.005], [-0.331, -0.207, 0.184], [0.183, 0.186, -0.085], [-0.149, -0.051, -0.015], [-0.204, 0.047, -0.419], [-0.287, -0.219, 0.413], [0.599, 0.575, -0.422], [-0.180, -0.177, 0.077], [0.049, 0.048, -0.032], [-0.132, 0.031, -0.047], [0.100, -0.180, 0.171], [-0.328, 0.390, -0.100], [0.016, 0.013, -0.008], [0.004, -0.001, -0.009], [-0.011, -0.012, 0.007], [-0.066, -0.048, 0.006], [0.026, 0.053, -0.015], [0.036, 0.027, -0.030], [-0.006, -0.003, 0.005], [0.002, -0.017, 0.028], [0.002, -0.028, -0.002], [0.036, -0.089, -0.136], [-0.012, 0.025, 0.043], [0.150, -0.071, 0.014], [0.124, 0.086, 0.189], [-0.141, 0.173, 0.045], [0.042, 0.026, 0.080], [0.133, -0.112, 0.083], [-0.085, 0.044, -0.060], [0.001, 0.029, 0.022], [-0.043, -0.054, -0.084], [-0.010, -0.022, 0.016], [0.025, -0.004, 0.023], [0.002, 0.009, -0.017], [-0.032, -0.005, -0.030], [-0.013, 0.010, 0.013], [0.001, 0.017, -0.005], [0.008, 0.018, -0.005], [-0.088, -0.120, 0.022], [-0.053, 0.001, -0.145], [0.013, 0.014, -0.003], [0.050, 0.056, 0.099], [-0.009, -0.001, -0.025], [-0.194, -0.305, -0.048], [0.147, 0.222, 0.015], [0.066, 0.065, -0.083], [0.030, 0.006, 0.023], [0.080, 0.007, 0.172], [0.012, 0.026, 0.006], [0.044, 0.027, -0.066], [0.072, 0.035, 0.003], [0.049, 0.211, 0.061], [-0.050, -0.092, -0.054], [-0.060, -0.053, 0.005], [-0.009, 0.014, 0.027], [-0.034, -0.013, 0.021], [0.001, 0.022, 0.011], [-0.012, -0.007, -0.012], [-0.028, -0.013, 0.005], [-0.006, -0.020, -0.011], [-0.007, -0.013, -0.006]], "charge": -1, "gap_ha": 0.210, "relative_energy_kcal_mol": 3.0, "homo_energy_ev": -3.987, "energy_ha": -5248.705034}